Entry 1:
30
Properties=species:S:1:pos:R:3:forces:R:3 method="wB97M-V/def2-TZVPD" multiplicity=1 orbital_gap_ev=8.57 total_energy_ha=-1269.1312 smiles="Cc1cccc(NC(=O)c2cnc3sccn3c2=O)n1" homo_energy_ev=-8.3 charge=0 e_above_lowest_kcal_mol=0.00
C -0.29251 2.00592 1.31716 0.03 0.06 -0.01
C 0.95319 1.43575 0.71194 0.23 0.21 -0.06
C 2.00709 2.24448 0.30381 0.00 -0.02 -0.02
C 3.12784 1.64410 -0.24954 -0.15 -0.10 0.08
C 3.16216 0.27055 -0.39228 -0.13 -0.08 0.02
C 2.04735 -0.45849 0.02629 0.17 0.72 0.08
N 2.03529 -1.83539 -0.10575 0.62 -0.31 -0.09
C 0.97144 -2.69201 0.01490 -0.16 0.15 0.02
O 1.13935 -3.88956 0.05689 -0.03 -0.18 0.08
C -0.36159 -2.03853 0.07102 -0.52 -0.46 -0.07
C -1.25526 -2.34067 1.06037 0.51 0.00 -0.55
N -2.45248 -1.74266 1.20108 -0.60 0.18 0.32
C -2.74367 -0.83752 0.32371 -0.01 -0.14 0.25
S -4.19992 0.11097 0.35002 0.17 -0.02 -0.15
C -3.68275 0.94259 -1.09111 0.18 -0.26 0.18
C -2.49516 0.50191 -1.52610 -0.38 0.60 -0.42
N -1.96226 -0.49213 -0.73975 0.10 -0.39 0.40
C -0.69713 -1.09498 -0.96864 -0.31 -0.33 0.05
O -0.07090 -0.80489 -1.96351 0.08 0.09 -0.14
N 0.98960 0.11776 0.58082 0.33 0.00 0.23
H -0.86973 1.21378 1.78679 -0.04 -0.02 0.04
H -0.04664 2.76293 2.05819 -0.06 0.09 0.06
H -0.90034 2.47531 0.54327 -0.10 0.05 -0.02
H 1.94960 3.31516 0.42081 0.00 0.11 0.03
H 3.96614 2.24461 -0.57110 0.07 0.03 -0.02
H 4.01366 -0.22942 -0.82608 0.09 -0.05 -0.07
H 2.92223 -2.28217 -0.30472 -0.23 -0.01 0.04
H -1.01837 -3.07518 1.81591 0.16 -0.11 0.00
H -4.30184 1.70264 -1.52037 -0.05 0.17 -0.17
H -1.93443 0.82514 -2.38402 0.05 0.02 -0.09

Entry 2:
122
Properties=species:S:1:pos:R:3:forces:R:3 method="wB97M-V/def2-TZVPD" multiplicity=4 orbital_gap_ev="6.87 / 4.63" total_energy_ha=-4507.0118 homo_energy_ev="-12.9 / -12.9" charge=+2 e_above_lowest_kcal_mol=57.48
Tc -0.72759 0.48946 0.20327 0.64 -0.32 -0.53
C -1.94907 4.16612 -0.87529 0.00 0.06 0.01
C -0.72895 3.67408 -1.66417 -0.17 -0.17 0.04
C -1.15246 3.05103 -2.98954 0.06 0.05 -0.05
P 0.35098 2.62253 -0.57986 -0.08 0.07 0.04
C 1.09875 3.88148 0.57195 -0.13 0.09 0.01
C 1.53890 5.17334 -0.11725 0.04 0.05 0.02
C 0.23200 4.20369 1.79190 0.02 0.08 -0.02
C 1.76053 2.10112 -1.60998 0.09 0.06 0.05
C 2.27516 2.87396 -2.64741 0.00 0.02 -0.05
C 3.41727 2.46133 -3.32319 -0.02 0.01 -0.01
C 4.04997 1.27794 -2.96534 -0.01 -0.02 0.01
C 3.53207 0.49615 -1.93881 0.04 0.07 0.06
C 2.38545 0.89776 -1.24978 0.10 -0.01 -0.14
Si 1.75111 0.01362 0.27681 0.04 0.30 0.16
C 2.65332 -1.62064 0.58778 -0.04 -0.15 0.02
C 3.95598 -1.46228 1.08619 -0.08 0.01 0.02
C 4.73961 -2.54698 1.44453 0.05 0.00 0.00
C 4.22419 -3.82768 1.33921 0.01 -0.02 0.00
C 2.95066 -4.00992 0.82496 -0.04 0.05 -0.01
C 2.16291 -2.92836 0.41984 0.17 0.01 0.02
P 0.57614 -3.15926 -0.44869 -0.16 0.04 0.20
C 1.17207 -3.60059 -2.16350 0.09 0.03 -0.06
C 1.86812 -4.93772 -2.41873 0.03 0.02 0.00
C 2.13103 -2.48290 -2.59527 -0.06 -0.05 -0.01
C -0.18942 -4.64327 0.42014 0.02 -0.12 -0.14
C 0.23181 -6.07690 0.07296 0.03 -0.01 0.04
C -1.71554 -4.60606 0.30984 0.00 -0.02 0.00
C 2.31300 1.12096 1.70407 0.15 0.00 0.03
C 3.57871 1.71629 1.74547 0.01 0.02 -0.02
C 3.96582 2.49236 2.82464 0.01 0.02 0.01
C 3.09941 2.66499 3.89984 0.02 0.01 0.00
C 1.84018 2.08990 3.87714 0.03 -0.04 0.01
C 1.43956 1.34391 2.76695 -0.05 0.15 0.05
P -0.15758 0.51200 2.53883 0.03 -0.09 -0.21
C 0.17242 -1.14912 3.30944 0.02 0.00 0.09
C -1.07468 -1.96151 3.64638 0.02 -0.06 0.07
C 1.08684 -1.05679 4.53548 0.00 -0.01 0.05
C -1.58553 1.26196 3.44770 -0.07 0.15 -0.03
C -2.50569 2.10246 2.53580 0.02 0.01 0.06
C -1.29136 2.03008 4.73747 -0.09 -0.02 0.05
H -2.64115 4.67488 -1.55016 0.04 -0.02 0.03
H -1.68232 4.87292 -0.09107 -0.01 -0.04 -0.04
H -2.49299 3.34042 -0.40826 0.00 0.00 -0.03
H -0.10245 4.53459 -1.89774 0.04 0.06 0.00
H -1.75997 2.16546 -2.84345 -0.11 -0.06 0.05
H -0.29988 2.76252 -3.60280 0.02 0.03 0.01
H -1.74226 3.78249 -3.54761 0.05 -0.02 0.01
H 1.99485 3.37660 0.91895 0.05 -0.03 0.04
H 0.68926 5.78434 -0.42916 0.04 -0.02 0.03
H 2.18629 4.99994 -0.97696 -0.01 -0.01 0.01
H 2.11069 5.76751 0.59974 -0.03 -0.02 -0.03
H -0.52541 4.95545 1.56426 0.04 -0.05 0.01
H 0.86164 4.60577 2.58808 -0.02 0.01 -0.05
H -0.26909 3.32441 2.18539 0.01 -0.03 0.00
H 1.79227 3.79816 -2.94446 0.03 -0.04 0.02
H 3.81275 3.06718 -4.12928 -0.01 -0.03 0.03
H 4.94284 0.96118 -3.49064 -0.03 0.01 0.02
H 4.02860 -0.43216 -1.66966 -0.05 0.09 -0.02
H 4.37591 -0.47560 1.22393 -0.02 -0.06 0.00
H 5.74136 -2.38673 1.82470 -0.05 -0.01 -0.02
H 4.81474 -4.68353 1.64259 -0.03 0.03 -0.01
H 2.57134 -5.01674 0.73679 0.00 0.02 -0.01
H 0.27000 -3.54378 -2.78199 0.00 0.03 -0.01
H 2.69064 -5.09956 -1.71872 -0.02 0.00 0.00
H 2.30380 -4.91586 -3.42131 -0.01 -0.01 0.03
H 1.20003 -5.79005 -2.37772 -0.05 -0.03 0.04
H 3.11579 -2.64343 -2.14697 -0.07 0.01 -0.03
H 1.78824 -1.48917 -2.30253 0.01 -0.14 0.00
H 2.25250 -2.49255 -3.68165 0.01 -0.02 0.06
H 0.08647 -4.44454 1.46158 -0.02 0.02 0.04
H -0.19855 -6.38065 -0.88152 0.01 0.00 0.00
H -0.17332 -6.75021 0.83315 0.02 0.03 -0.04
H 1.30206 -6.24827 0.02233 0.02 0.01 -0.02
H -2.02720 -4.75435 -0.72900 0.00 0.03 0.02
H -2.13773 -3.67226 0.66500 -0.04 0.16 0.10
H -2.15492 -5.41762 0.89714 0.05 0.05 -0.04
H 4.25840 1.60835 0.90459 -0.04 0.01 0.04
H 4.94148 2.96317 2.83260 -0.04 -0.02 0.01
H 3.40501 3.25356 4.75634 -0.01 -0.02 -0.04
H 1.19255 2.22512 4.73003 0.02 0.00 -0.06
H 0.71744 -1.67472 2.51876 0.04 -0.04 -0.02
H -1.67085 -1.49524 4.43541 0.05 -0.04 -0.03
H -0.76268 -2.93664 4.02682 -0.01 0.04 -0.03
H -1.70915 -2.14235 2.78466 -0.07 -0.02 -0.12
H 0.64703 -0.44293 5.32734 0.02 -0.05 -0.05
H 2.07003 -0.65602 4.29508 -0.03 -0.01 0.00
H 1.22569 -2.06056 4.94243 0.00 0.04 -0.01
H -2.13608 0.36757 3.74330 -0.01 -0.05 -0.01
H -2.29500 3.16632 2.64018 -0.01 -0.04 -0.02
H -3.55397 1.94589 2.79406 0.03 0.03 0.02
H -2.41086 1.86696 1.46525 -0.02 -0.03 0.02
H -0.76926 2.96396 4.53231 -0.01 0.00 0.01
H -0.71958 1.44789 5.46068 -0.01 0.01 -0.04
H -2.24451 2.28586 5.20500 0.02 0.00 0.00
C 0.70015 0.07778 -4.20012 0.01 0.21 -0.11
S -0.59186 -0.33748 -3.02066 0.06 -0.14 0.28
C -2.02304 -0.35430 -4.11637 -0.09 0.12 -0.01
H 0.42182 0.96529 -4.76945 0.01 -0.04 0.03
H 0.87037 -0.75900 -4.87672 -0.05 0.02 0.04
H 1.60930 0.28032 -3.63790 -0.06 -0.02 -0.09
H -1.93573 -1.16323 -4.83976 0.04 0.02 0.00
H -2.12166 0.59835 -4.63971 0.00 -0.03 0.03
H -2.91820 -0.51915 -3.51483 0.07 -0.06 -0.07
S -4.04630 1.11389 -1.70780 -0.12 0.12 0.11
C -4.84257 1.34614 -0.30139 -0.20 0.02 0.34
N -5.38609 1.49221 0.72837 0.26 -0.04 -0.42
N -6.24040 -3.85960 -1.09834 -0.02 0.07 0.03
C -6.19571 -2.88877 -0.16891 0.35 0.00 -0.06
S -7.48291 -2.38962 0.69645 -0.05 0.08 0.02
C -4.84544 -2.23461 -0.00190 -0.22 -0.12 -0.09
C -4.53565 -1.55219 1.16409 0.02 -0.02 0.12
C -3.31133 -0.92352 1.28545 0.02 -0.02 -0.01
N -2.36554 -0.93631 0.32980 -0.50 -0.10 -0.03
C -2.67043 -1.60327 -0.80240 0.01 -0.02 0.16
C -3.87704 -2.24389 -1.00328 -0.01 0.05 -0.11
H -7.11876 -4.32720 -1.24881 -0.05 -0.05 -0.01
H -5.41985 -4.25467 -1.52283 0.01 -0.01 0.05
H -5.26448 -1.49266 1.96218 0.03 0.00 -0.02
H -3.08352 -0.37008 2.18188 -0.02 -0.03 -0.03
H -1.89332 -1.65026 -1.55257 0.00 -0.05 0.05
H -4.04135 -2.72669 -1.95924 0.00 0.02 0.06

Entry 3:
19
Properties=species:S:1:pos:R:3:forces:R:3 method="wB97M-V/def2-TZVPD" multiplicity=1 orbital_gap_ev=9.17 total_energy_ha=-3640.2877 smiles="O[C@@H]1C(Cl)(Cl)C(=C(Cl)Cl)[C@]2(O[C@@H]2Cl)C1(Cl)Cl" homo_energy_ev=-10.0 charge=0 e_above_lowest_kcal_mol=3.85
O -1.10769 -0.62953 2.27131 -0.30 -0.62 -0.71
C -1.16306 -0.98780 0.90817 -0.79 -0.09 0.36
C 0.18479 -1.57483 0.37157 0.73 -0.33 0.85
Cl 1.11740 -2.34020 1.79834 -0.82 0.56 -1.00
Cl -0.12139 -2.87504 -0.83396 -0.04 0.43 0.33
C 0.92258 -0.39336 -0.22500 2.04 -0.49 -2.21
C 2.20370 -0.48150 -0.77519 -2.12 -0.14 1.06
Cl 3.03184 0.82611 -1.60885 -0.45 -1.10 0.65
Cl 3.07762 -1.99105 -0.66038 -0.13 1.27 -0.36
C -0.03409 0.76886 -0.30362 0.69 1.97 -0.22
O 0.46964 1.89613 0.41782 -0.22 0.78 -0.76
C 0.19261 2.15986 -0.95393 0.06 -1.70 0.88
Cl -1.14776 3.29075 -1.27408 1.07 -0.44 -0.35
C -1.44620 0.28065 0.04552 0.19 0.05 -0.41
Cl -2.28997 -0.12754 -1.47300 0.28 -0.40 -0.11
Cl -2.45415 1.52052 0.81803 0.22 -0.74 0.67
H -0.54444 0.14142 2.38685 0.14 0.18 0.04
H -1.95106 -1.74714 0.72867 0.37 0.53 0.57
H 1.05963 2.26370 -1.63827 -0.91 0.28 0.72

Entry 4:
15
Properties=species:S:1:pos:R:3:forces:R:3 method="wB97M-V/def2-TZVPD" multiplicity=1 orbital_gap_ev=9.90 total_energy_ha=-287.8785 smiles=C[n+]1ccccc1 homo_energy_ev=-14.8 charge=+1 e_above_lowest_kcal_mol=48.80
C -2.15999 -0.19014 0.04372 -5.72 -0.77 -1.70
N -0.76906 0.01086 0.04360 4.96 -0.22 0.42
C -0.13331 1.14174 -0.35019 0.13 0.62 -0.34
C 1.25156 1.25836 -0.29986 -0.34 -0.53 -1.19
C 2.14825 0.21296 0.00464 0.68 -0.59 1.46
C 1.63784 -1.02870 0.38345 -4.70 1.72 -0.71
C 0.12489 -0.98175 0.39885 1.48 -1.50 -0.05
H -2.34845 -1.14554 0.54066 -0.05 0.26 0.01
H -2.94430 0.56280 0.48378 2.51 -0.77 -0.21
H -2.73032 -0.33172 -1.03218 2.27 0.30 2.13
H -0.79163 1.91027 -0.76043 0.43 -0.03 0.26
H 1.68072 2.09402 -0.81624 0.00 0.72 0.38
H 3.24796 0.38749 0.11105 -1.10 0.02 -0.68
H 2.13731 -1.99274 0.58350 -0.30 0.92 0.03
H -0.35145 -1.90791 0.66564 -0.27 -0.16 0.20

Entry 5:
61
Properties=species:S:1:pos:R:3:forces:R:3 method="wB97M-V/def2-TZVPD" multiplicity=2 orbital_gap_ev="4.94 / 5.64" total_energy_ha=-6686.2658 homo_energy_ev="-13.5 / -13.5" charge=+2 e_above_lowest_kcal_mol=15.97
V -0.57255 1.16494 0.41833 0.66 -0.47 0.05
C 1.55394 -1.07682 2.63173 0.01 0.03 -0.07
C 0.49552 -2.03528 3.15948 0.09 0.02 0.13
S -0.69239 -2.59711 1.93178 -0.04 0.02 -0.04
C 0.20203 -4.00785 1.21244 0.03 -0.07 -0.08
C 1.61665 -3.76319 0.68454 -0.02 -0.11 0.09
S 1.61347 -2.50535 -0.61052 -0.10 0.05 -0.14
C 3.33838 -1.96832 -0.66157 0.08 -0.18 -0.04
C 3.44676 -0.61262 -1.34305 0.12 0.05 0.01
S 2.50004 0.74979 -0.59810 0.01 0.18 0.08
C 3.36640 0.89896 0.98787 0.02 0.03 0.08
C 2.49278 1.49607 2.08201 0.04 0.00 -0.06
S 0.93005 0.61880 2.38752 -0.08 0.13 0.00
H 1.96792 -1.41671 1.68348 -0.10 0.08 0.07
H 2.34901 -0.95086 3.37054 0.02 0.03 0.01
H -0.06130 -1.58914 3.98573 0.00 0.02 -0.03
H 1.00956 -2.90432 3.57760 -0.04 0.00 -0.01
H -0.45290 -4.36575 0.41493 0.04 0.04 0.01
H 0.23992 -4.79598 1.96643 0.01 0.03 -0.01
H 2.00206 -4.71072 0.30398 -0.02 0.04 -0.02
H 2.28185 -3.45524 1.49560 0.00 -0.02 -0.02
H 3.94643 -2.66996 -1.23797 -0.04 0.00 0.07
H 3.75740 -1.94065 0.34753 -0.04 -0.02 0.01
H 3.11610 -0.66989 -2.38053 -0.09 0.03 0.03
H 4.49143 -0.29476 -1.36654 -0.04 -0.02 -0.03
H 4.24781 1.53306 0.87481 -0.05 0.01 -0.04
H 3.72030 -0.08680 1.28727 -0.02 0.03 0.00
H 2.20853 2.52453 1.86328 -0.01 -0.04 -0.01
H 3.02542 1.50836 3.03470 0.01 -0.05 -0.04
Br -2.86021 4.06952 -0.09508 -0.01 0.06 0.02
C -2.73575 2.73641 -1.40965 -0.22 0.16 -0.17
C -3.48069 2.90718 -2.57834 0.10 -0.03 0.14
C -3.47109 1.91088 -3.53218 0.06 -0.09 0.02
C -2.73913 0.74963 -3.28660 0.00 0.11 0.10
C -2.03186 0.68179 -2.11074 -0.08 -0.24 -0.34
N -1.99685 1.65657 -1.18592 0.05 0.08 0.21
C -1.28046 -0.54362 -1.71706 0.27 -0.10 0.39
O -1.25125 -1.59670 -2.24464 -0.04 0.18 -0.08
O -0.62449 -0.28346 -0.51219 -0.41 -0.31 -0.34
H -4.05918 3.80898 -2.71061 -0.01 0.03 0.00
H -4.04142 2.02478 -4.44387 0.00 -0.01 -0.01
H -2.71659 -0.08501 -3.97172 0.00 -0.03 -0.02
N 0.14436 2.80097 0.34677 -0.09 0.03 0.17
C 0.48994 3.89765 -0.04819 0.22 0.78 -0.32
N 0.79924 4.95602 -0.50067 -0.12 -0.60 0.04
C 1.15823 6.20723 -0.33837 0.11 0.17 0.09
N 1.48543 7.30127 -0.20816 0.00 0.12 -0.03
F -5.80851 2.62576 4.55868 0.04 -0.04 -0.02
C -5.20621 1.43721 4.66570 -0.06 0.03 0.05
F -6.11441 0.48165 4.48714 0.04 0.01 -0.02
F -4.70516 1.33081 5.89806 0.01 -0.01 -0.04
C -4.08804 1.34104 3.64007 -0.03 0.00 0.01
C -4.12764 0.41348 2.61471 0.06 -0.01 -0.06
C -3.08901 0.39899 1.70278 -0.12 -0.10 0.00
N -2.05922 1.25258 1.78532 -0.12 -0.07 0.12
C -2.01426 2.14347 2.79299 -0.07 0.03 0.09
C -3.01346 2.21498 3.73714 0.09 0.06 -0.05
H -4.94164 -0.29006 2.51946 -0.01 0.00 0.01
H -3.06224 -0.32007 0.89384 -0.04 0.00 0.02
H -1.15611 2.80197 2.82453 -0.06 -0.01 0.01
H -2.95162 2.94342 4.53357 -0.01 0.01 0.01